81
Properties=species:S:1:pos:R:3 method="wB97M-V/def2-TZVPD" charge=+1 homo_lumo_gap_ev=8.36 e_lumo_ev=-3.2 energy_ha=-2028.75343
C 1.22299 -1.41322 -1.54669
C 1.55168 -1.13897 -2.66693
C 2.12520 -0.91095 -3.99876
C 3.67358 -1.12809 -3.92293
C 4.08011 -2.12740 -5.01010
N 5.56238 -2.38979 -5.02791
C 6.07826 -3.14205 -3.81582
C 7.34134 -2.50984 -3.18922
C 7.08877 -1.94872 -1.76325
C 6.75662 -0.44147 -1.84060
C 6.27941 0.13447 -0.48885
N 5.60119 1.43903 -0.67278
H 1.17025 -1.63187 -0.49550
H 1.68364 -1.58484 -4.73852
H 1.92660 0.11357 -4.32169
H 3.85235 -1.58628 -2.94767
H 4.21773 -0.18732 -4.02232
H 3.56075 -3.07429 -4.85676
H 3.82225 -1.69444 -5.98098
H 5.76713 -2.97211 -5.84108
H 6.06136 -1.51186 -5.18082
H 5.25559 -3.21796 -3.10725
H 6.32991 -4.15037 -4.14776
H 8.14549 -3.24712 -3.18501
H 7.68875 -1.67565 -3.81382
H 6.23608 -2.46725 -1.31177
H 7.96120 -2.11282 -1.12764
H 7.63245 0.09524 -2.21796
H 5.91061 -0.33259 -2.53119
H 7.11306 0.23494 0.21001
H 5.56473 -0.56293 -0.04090
H 6.05883 1.90926 -1.44994
H 4.66525 1.24509 -1.02014
C -0.85279 -0.40041 2.74438
C -1.19978 0.74422 3.32679
C -0.28706 1.91066 3.33979
O -0.60485 2.95553 3.86688
C 1.03202 1.75625 2.67695
C 1.38116 0.61200 2.09699
C 0.46455 -0.55182 2.08455
O 0.78196 -1.59850 1.54755
H -1.51152 -1.25994 2.72630
H -2.15791 0.87670 3.81418
H 1.68207 2.62124 2.69376
H 2.33874 0.47904 1.60878
C -4.19890 -3.26188 2.10715
C -5.36024 -3.80698 1.75759
C -6.39649 -4.12302 2.77286
O -7.45737 -4.61433 2.45782
C -6.08362 -3.81139 4.19112
C -4.92157 -3.26386 4.53705
C -3.89334 -2.94182 3.51937
O -2.83906 -2.42167 3.83254
H -3.43258 -3.01905 1.38149
H -5.60760 -4.03671 0.73053
H -6.85114 -4.05057 4.91619
H -4.67502 -3.02400 5.56360
C -2.15507 4.86801 1.89527
C -2.90031 5.96593 2.00007
C -2.90118 6.99980 0.93547
O -3.57600 8.00068 1.02755
C -2.04045 6.76003 -0.25149
C -1.29735 5.66160 -0.35543
C -1.29856 4.62988 0.70942
O -0.62393 3.62275 0.60988
H -2.13808 4.10423 2.65976
H -3.53317 6.15793 2.85713
H -2.05556 7.52529 -1.01709
H -0.66409 5.46853 -1.21216
C -7.84274 -0.32478 1.33145
C -8.12727 0.81375 1.95932
C -7.15302 1.93321 2.00396
O -7.40767 2.96850 2.57766
C -5.85003 1.73413 1.31986
C -5.56673 0.59592 0.69243
C -6.54150 -0.52145 0.64893
O -6.27792 -1.56146 0.08165
H -8.53775 -1.15429 1.28871
H -9.07097 0.97819 2.46345
H -5.15360 2.56233 1.36357
H -4.62225 0.43015 0.18898

***

91
Properties=species:S:1:pos:R:3 method="wB97M-V/def2-TZVPD" charge=-2 homo_lumo_gap_ev="3.56 / 3.39" e_lumo_ev="4.0 / 4.0" energy_ha=-5037.89069
Li 0.09743 0.14969 -0.09948
Br 3.64977 -6.21773 -2.11348
C 2.84889 -4.47427 -2.00101
C 2.99900 -3.59900 -3.06523
C 2.36408 -2.35590 -2.96117
C 1.62259 -1.99231 -1.85637
O 0.98694 -0.75954 -1.77144
C 1.55353 -2.85549 -0.70972
C 1.00962 -2.57311 0.56293
N 0.46464 -1.42459 0.94971
C 0.08104 -1.23864 2.25526
C 0.50901 -2.01145 3.35418
C 0.08016 -1.71033 4.63807
C -0.78639 -0.65276 4.87793
C -1.24184 0.14930 3.81520
C -2.13311 1.24981 3.98988
C -2.61013 1.90956 2.84407
C -2.11707 1.57056 1.60579
N -1.21073 0.58697 1.39708
C -0.80723 -0.14220 2.48837
C 2.16116 -4.13749 -0.86857
H 3.55448 -3.86666 -3.95181
H 2.42090 -1.67231 -3.79066
H 1.05438 -3.40893 1.26356
H 1.21692 -2.81559 3.20339
H 0.43966 -2.30846 5.47031
H -1.11894 -0.42649 5.88678
H -2.50827 1.48677 4.97922
H -3.34348 2.70264 2.92913
H -2.45836 2.09142 0.71626
H 2.09635 -4.83561 -0.04389
C 0.66091 0.00782 -2.93348
C 0.57692 -0.37934 -4.18483
C 0.28278 0.41875 -5.31063
C 1.30237 1.11341 -6.00967
C 1.03379 1.84070 -7.15365
C -0.25780 1.93577 -7.66581
C -1.27827 1.27474 -6.98514
C -1.02383 0.53505 -5.84539
H 2.31619 1.05315 -5.63059
H 1.84964 2.35487 -7.65302
H -0.46336 2.50905 -8.56147
H -2.29807 1.33838 -7.35260
H -1.83312 0.02118 -5.34030
C 1.72751 5.18182 -2.13647
Si 0.24790 4.34564 -2.93124
C 0.38057 4.51710 -4.79031
C -1.31527 5.25584 -2.41294
C 0.20572 2.57651 -2.52359
C 0.39259 1.37529 -2.57568
H 1.88708 6.17069 -2.57799
H 2.62335 4.58076 -2.30460
H 1.61584 5.28705 -1.05622
H 0.21577 5.55552 -5.09448
H -0.34387 3.87941 -5.30180
H 1.36733 4.20452 -5.13689
H -1.31731 6.25649 -2.85580
H -1.41520 5.37289 -1.33397
H -2.20300 4.72668 -2.76552
C -1.40360 4.75342 6.37207
C 0.10131 4.82059 6.61617
C 0.92862 3.77564 5.86111
C 1.19827 4.08187 4.39419
N -0.03075 4.01502 3.59984
C 0.19633 4.12230 2.19589
S 1.20303 3.13727 1.33641
N -0.46973 5.14706 1.62567
C -1.08356 6.25345 2.33961
C -2.58372 6.14383 2.60163
C -3.48392 6.22576 1.36697
C -3.64217 4.90872 0.61455
H -1.92687 5.52698 6.94065
H -1.79899 3.78334 6.68039
H -1.63477 4.87552 5.31558
H 0.28587 4.69805 7.68875
H 0.47401 5.81899 6.35732
H 0.44728 2.79375 5.93539
H 1.90202 3.67813 6.35108
H 1.95141 3.38752 4.00445
H 1.61529 5.09331 4.30399
H -0.47353 3.10346 3.76234
H -0.33127 5.22993 0.63144
H -0.88031 7.15930 1.75844
H -0.57716 6.35808 3.29861
H -2.83119 6.96481 3.28404
H -2.77630 5.21494 3.14480
H -3.10351 7.00478 0.69496
H -4.47696 6.56082 1.68251
H -2.69729 4.53599 0.22513
H -4.32964 5.01718 -0.22675
H -4.03523 4.13498 1.27406

***

79
Properties=species:S:1:pos:R:3 method="wB97M-V/def2-TZVPD" homo_lumo_gap_ev=8.52 e_lumo_ev=-0.7 energy_ha=-3379.05675
C 5.76640 -3.58943 0.09345
C 5.41189 -2.34109 -0.74358
C 4.33019 -1.44372 -0.10013
C 3.22321 -0.97554 -1.07238
C 1.85398 -1.65306 -0.87625
C 0.78946 -0.61237 -0.45550
C -0.38180 -1.23749 0.24392
C -0.47029 -1.10822 1.59072
C -1.51200 -1.73559 2.30918
N -1.71513 -1.71764 3.63124
S -3.03106 -2.59801 3.88586
N -3.40824 -3.04888 2.40358
C -2.48246 -2.50382 1.60514
C -2.40171 -2.62788 0.20007
C -1.39112 -2.00642 -0.45819
S -1.52435 -2.31135 -2.21786
C -0.85058 -0.97517 -3.14804
O -0.80201 -3.51189 -2.54248
O -2.94059 -2.29103 -2.50477
H 5.20072 -4.44541 -0.27436
H 6.82564 -3.82520 0.01068
H 5.50593 -3.43851 1.13961
H 6.31418 -1.75853 -0.93067
H 5.06507 -2.67972 -1.72174
H 3.88632 -1.97418 0.74380
H 4.84005 -0.56410 0.29718
H 3.12030 0.10713 -0.97705
H 3.58602 -1.14997 -2.08710
H 1.56008 -2.17629 -1.78459
H 1.91468 -2.36414 -0.05168
H 1.28463 0.04599 0.26069
H 0.48203 0.02751 -1.27832
H 0.27030 -0.52240 2.11590
H -3.15533 -3.20508 -0.31603
H 0.21532 -0.84118 -3.01147
H -1.03667 -1.28525 -4.17670
H -1.39177 -0.05624 -2.93533
C -6.70149 -1.58316 -1.08713
C -5.80624 -1.35443 0.10929
O -5.90011 0.00903 0.58054
C -6.91946 0.28322 1.37426
O -7.77285 -0.46295 1.75100
C -6.84284 1.75955 1.81769
F -6.55960 2.56567 0.79024
F -5.88088 1.90454 2.73901
F -7.99514 2.14715 2.35043
H -6.47172 -0.86668 -1.87581
H -6.54890 -2.58921 -1.47549
H -7.75178 -1.46901 -0.81892
H -4.76402 -1.48741 -0.16781
H -6.03410 -2.03988 0.92436
C 6.11243 1.64428 5.88954
C 4.88059 2.49773 5.68838
O 4.35622 2.34858 4.35054
C 3.58879 1.29192 4.14392
O 3.27796 0.45108 4.93191
C 3.08227 1.30079 2.68740
F 4.06100 1.58719 1.82600
F 2.11613 2.21555 2.54138
F 2.57805 0.11124 2.36676
H 6.86443 1.87650 5.13527
H 6.53607 1.83178 6.87542
H 5.87152 0.58458 5.81365
H 5.11684 3.55532 5.77835
H 4.10104 2.25860 6.41007
C -2.16515 5.09314 -3.74439
C -2.22174 3.88439 -4.65062
O -0.90080 3.34040 -4.87725
C -0.43234 2.54318 -3.93720
O -0.97429 2.21188 -2.92343
C 0.95545 2.00736 -4.34396
F 1.73713 2.96280 -4.84330
F 0.81057 1.05169 -5.27252
F 1.55701 1.47338 -3.28543
H -1.48646 5.84304 -4.15097
H -3.15748 5.53245 -3.65174
H -1.81444 4.82148 -2.74940
H -2.58537 4.15126 -5.63986
H -2.86761 3.10617 -4.24696

***

15
Properties=species:S:1:pos:R:3 method="wB97M-V/def2-TZVPD" smiles="C[C@@H](NC=O)C(=O)O" homo_lumo_gap_ev=10.82 e_lumo_ev=0.7 energy_ha=-437.11288
C 1.15777 -0.34069 -1.11678
C 0.41545 -0.52006 0.18469
N 0.61517 0.62914 1.08339
C -0.37811 1.55377 1.31796
O -1.47772 1.45607 0.83686
C -1.08322 -0.84290 0.00806
O -1.70682 -1.49432 0.79556
O -1.54666 -0.51932 -1.21647
H 0.65489 0.30877 -1.81631
H 1.28220 -1.33223 -1.56009
H 2.18859 -0.00236 -1.02742
H 0.79712 -1.40358 0.69685
H 1.58777 0.91578 1.15170
H -0.04274 2.36626 1.97018
H -2.46370 -0.77433 -1.30818

***

56
Properties=species:S:1:pos:R:3 method="wB97M-V/def2-TZVPD" charge=-1 homo_lumo_gap_ev=7.15 e_lumo_ev=1.9 energy_ha=-3986.68592
Zr 1.06719 0.09280 -0.67082
O 3.20541 2.88602 1.66768
C 2.27703 2.30536 1.16463
O 2.38404 1.30644 0.31395
C 0.83452 2.63763 1.49721
N -0.02416 1.44998 1.33458
C -1.40137 1.90423 1.07072
C -2.29615 0.80263 0.55818
N -1.63044 0.17608 -0.59994
C -2.15478 -1.16066 -0.86812
C -1.30908 -1.89411 -1.89224
N 0.13349 -1.99360 -1.56005
C 0.40869 -3.08063 -0.59313
C 0.10046 -2.72848 0.86082
N 0.62575 -1.41533 1.31081
C -0.23639 -0.83446 2.35359
C 0.05543 0.64176 2.56316
C 1.97734 -1.59834 1.88400
C 2.94442 -1.97297 0.77972
O 3.87312 -2.72671 0.99181
O 2.62943 -1.41235 -0.33618
C 0.91201 -2.24072 -2.81837
C 2.15090 -1.35360 -3.05803
O 2.94451 -1.72892 -3.89259
O 2.17411 -0.23250 -2.41529
C -1.84710 1.08024 -1.77203
C 0.93697 5.41332 -1.75799
O -1.43785 5.19872 0.54628
O 1.54488 4.55153 -1.36233
H 0.50686 3.43028 0.81942
H 0.76943 3.05023 2.50793
H -1.35960 2.67297 0.30494
H -1.83317 2.38924 1.95480
H -3.24596 1.25591 0.25362
H -2.53315 0.04863 1.30639
H -3.18124 -1.10613 -1.25946
H -2.21584 -1.70369 0.07325
H -1.37753 -1.34262 -2.82758
H -1.72453 -2.89702 -2.05797
H 1.45609 -3.34496 -0.69419
H -0.18264 -3.96781 -0.85728
H 0.51134 -3.52428 1.49309
H -0.97320 -2.73253 1.02770
H -0.08990 -1.36509 3.30417
H -1.26933 -0.99001 2.06584
H 1.05732 0.75698 2.97803
H -0.63805 1.03649 3.31738
H 1.96110 -2.35461 2.67455
H 2.32887 -0.65529 2.30209
H 0.26598 -2.02624 -3.66878
H 1.21357 -3.28594 -2.88868
H -2.21035 2.05524 -1.44465
H -2.59489 0.64285 -2.43829
Se -0.14374 1.28058 -2.67905
C -2.27672 4.61212 -0.11767
N -3.06311 3.99134 -0.74963

***

11
Properties=species:S:1:pos:R:3 method="wB97M-V/def2-TZVPD" charge=+1 multiplicity=3 homo_lumo_gap_ev="5.11 / 4.51" e_lumo_ev="-3.9 / -7.8" energy_ha=-1731.77787
C -0.02321 -0.27331 -0.87938
O -1.27711 -0.27110 -0.79276
C 0.63736 -1.06556 -2.07155
O 1.89834 -0.97305 -2.09865
O -0.09365 -1.65137 -2.86961
Yb -3.01960 -0.31992 0.83947
Li 2.54347 0.12843 -0.73472
O 0.75726 0.29001 -0.08066
O -1.51573 1.09504 2.47182
O 0.52778 1.67657 3.38440
C -0.43491 1.36426 2.83165

***

92
Properties=species:S:1:pos:R:3 method="wB97M-V/def2-TZVPD" charge=+1 homo_lumo_gap_ev=7.53 e_lumo_ev=-2.5 energy_ha=-3511.96563
K 1.21031 -0.82779 1.20150
N 2.19918 -5.42790 2.24561
C 1.59801 -4.25131 1.98340
N 1.86618 -3.12825 2.55069
C 2.88174 -3.08596 3.51058
N 3.24426 -1.98699 4.07062
N 2.62823 -0.85322 3.59092
C 2.45306 0.05097 4.46541
C 1.84009 1.34857 4.13010
C 1.87383 2.36895 5.07501
C 1.31793 3.59791 4.76132
C 0.74045 3.76751 3.51511
C 0.74250 2.69084 2.63730
N 1.27167 1.50787 2.92654
C 3.53714 -4.34124 3.89962
C 4.50893 -4.40358 4.89915
C 5.10042 -5.60677 5.22369
C 4.72737 -6.77060 4.55173
C 3.76710 -6.73090 3.56225
C 3.17324 -5.51431 3.23904
H 1.90992 -6.26026 1.76015
H 0.83485 -4.27002 1.21091
H 2.77833 -0.11195 5.49412
H 2.33647 2.19364 6.03733
H 1.33733 4.40673 5.47970
H 0.29226 4.70716 3.22387
H 0.29341 2.77616 1.65270
H 4.77805 -3.48696 5.40472
H 5.85154 -5.64894 6.00024
H 5.19068 -7.71390 4.80803
H 3.47202 -7.63212 3.03830
C 0.20904 -1.90226 -2.93360
C 1.32270 -2.04241 -1.92644
O 1.12316 -2.41655 -0.77644
N 2.55696 -1.73111 -2.38600
C 3.74889 -1.74266 -1.55210
C 4.17576 -0.34876 -1.15275
C 5.25801 0.27229 -1.75971
C 5.58734 1.56562 -1.38198
C 4.82399 2.19039 -0.41156
C 3.76379 1.48947 0.14344
N 3.44130 0.24901 -0.21315
H -0.73200 -2.15448 -2.45260
H 0.37553 -2.56333 -3.78506
H 0.16428 -0.87324 -3.29459
H 2.64273 -1.37457 -3.32302
H 4.55613 -2.24285 -2.08750
H 3.50794 -2.32167 -0.66246
H 5.83666 -0.24999 -2.51069
H 6.42741 2.07285 -1.83791
H 5.04512 3.19621 -0.08316
H 3.14627 1.93638 0.91587
S -1.97891 -0.77500 0.53412
C -2.44545 0.52091 -0.38545
N -3.66632 1.06175 -0.36438
C -4.06585 1.99019 -1.41907
C -3.45959 1.52062 -2.71740
N -2.00730 1.47805 -2.55694
C -1.21991 1.98503 -3.68044
C -1.43010 3.46586 -3.89170
C -1.20098 4.36058 -2.84859
C -1.40069 5.71865 -3.03786
C -1.82742 6.19717 -4.27083
C -2.05451 5.31135 -5.31197
C -1.86023 3.94928 -5.12015
C -1.47445 1.13526 -1.38095
S 0.12515 1.34709 -0.98722
C -4.71889 0.63595 0.55767
C -5.77971 -0.17397 -0.15008
C -7.10761 0.23073 -0.12979
C -8.07991 -0.50957 -0.79106
C -7.72672 -1.65604 -1.48408
C -6.39857 -2.06498 -1.51016
C -5.43014 -1.32983 -0.84599
H -3.73998 3.00883 -1.18983
H -5.15221 1.97617 -1.48927
H -3.68949 2.22700 -3.51376
H -3.85371 0.53762 -2.99064
H -1.52669 1.43649 -4.57410
H -0.17485 1.76667 -3.47219
H -0.85179 3.98820 -1.89226
H -1.21633 6.40836 -2.22441
H -1.98115 7.25787 -4.41796
H -2.38782 5.67740 -6.27404
H -2.04341 3.25928 -5.93631
H -5.16358 1.53520 0.98925
H -4.24844 0.06260 1.35260
H -7.38889 1.12885 0.40863
H -9.11226 -0.18649 -0.76621
H -8.48244 -2.23238 -2.00096
H -6.11952 -2.96467 -2.04325
H -4.39690 -1.65775 -0.85123

***

12
Properties=species:S:1:pos:R:3 method="wB97M-V/def2-TZVPD" homo_lumo_gap_ev="8.65 / 8.65" e_lumo_ev="0.1 / 0.1" energy_ha=-269.22662
C -1.09055 0.50385 -0.16864
C 0.23232 1.14319 0.24516
C 1.28546 0.41159 -0.18333
C 0.79221 -0.93034 -0.29890
O -0.11535 -0.95449 1.33680
C -0.63437 -0.91174 0.05192
H -1.95231 0.72327 0.46091
H -1.30800 0.78066 -1.21215
H 0.30427 2.05686 0.81889
H 2.33864 0.67530 -0.16747
H 1.38473 -1.78421 -0.63108
H -1.24417 -1.76866 -0.21940

***

44
Properties=species:S:1:pos:R:3 method="wB97M-V/def2-TZVPD" charge=+1 multiplicity=2 homo_lumo_gap_ev="6.80 / 6.89" e_lumo_ev="-5.1 / -5.5" energy_ha=-2059.04086
Ir 1.28896 -0.98059 0.14353
O 3.21988 -0.54247 1.44900
P 4.07203 -1.12581 0.16208
O 5.45175 -0.68830 0.14322
O 3.01105 -0.65603 -0.89056
O 3.89909 -2.70442 0.35121
P 2.51124 -3.56548 0.42697
O 1.74069 -3.00097 1.75140
O 2.76608 -4.98517 0.56849
O 1.61630 -2.87060 -0.63301
H 3.73297 -0.50776 2.26885
H 1.98367 -3.48222 2.55519
C 2.16541 3.18115 0.22417
C 1.01920 3.88745 0.52409
C -0.17707 3.20001 0.51729
C -0.22420 1.83120 0.27939
N 0.90120 1.12741 0.04165
C 2.06220 1.83127 -0.01098
C -1.78200 -0.22346 -0.29028
C -3.15223 -0.77032 -0.13875
C -3.42108 -2.07555 -0.19534
C -2.35972 -3.04809 -0.27812
C -1.07732 -2.68535 -0.36016
C -0.61757 -1.26655 -0.45892
H 3.13645 3.65200 0.17069
H 1.04490 4.94826 0.73450
H -1.09390 3.74779 0.66913
H 2.93910 1.26721 -0.27173
H -3.95863 -0.07058 0.01499
H -4.44556 -2.41332 -0.10980
H -2.60981 -4.09994 -0.23546
H -0.30833 -3.43688 -0.37539
C -2.48882 1.59284 1.32064
C -1.63967 1.24887 0.09577
N -1.17094 -0.50046 -1.56163
C -1.01459 0.40476 -2.50892
C -1.70325 1.60778 -2.33370
N -2.17249 1.93175 -1.12295
H -2.16586 0.97313 2.15733
H -3.54563 1.41334 1.15404
H -2.37489 2.63172 1.61388
H -0.43840 0.17284 -3.39373
H -1.89417 2.28155 -3.15644
H -2.72605 2.76798 -1.01161

***

| no. | molar mass (Da) |
| --- | --- |
| 1 | 601.68 |
| 2 | 719.80 |
| 3 | 724.66 |
| 4 | 117.10 |
| 5 | 596.59 |
| 6 | 312.01 |
| 7 | 765.05 |
| 8 | 82.10 |
| 9 | 604.47 |